[1]
DFT (ωB97M-V with the def2-TZVPD basis set) results for H5NO2P2 as an isolated structure.

```
! RIJCOSX wB97M-V def2-TZVPD def2/J DEFGRID3
* xyz 0 1
N -0.4158 0.4113 -0.3583
O 1.4163 -1.1877 0.1716
O 1.9808 1.1393 -0.2468
P -1.9154 0.2325 0.5898
P 0.9152 0.2722 0.6937
H -0.4554 -0.2710 -1.0534
H 1.9229 -1.6891 0.8996
H 1.4990 1.7181 -0.7528
H -2.1781 -1.2394 0.4826
H -2.7695 0.6138 -0.4259
*
```

Summary:
HOMO energy ... -9.486 eV

[2]
DFT (ωB97M-V with the def2-TZVPD basis set) results for a 2-piece molecular cluster, H5NO2Si overall.

```
! RIJCOSX wB97M-V def2-TZVPD def2/J DEFGRID3
* xyz 0 1
N 2.0751 0.2389 -0.3805
O -1.0150 1.2080 -0.4977
O -1.3712 -1.4447 0.0158
Si -0.8554 -0.0080 0.5814
H 2.2807 0.5032 0.6391
H 2.0764 -0.7299 -0.4404
H -0.1930 1.5079 -0.9697
H -1.6535 -1.5019 -0.8483
H -1.3441 0.2266 1.9004
*
```

Summary:
HOMO energy (alpha / beta) ... -7.544 / -9.651 eV

[3]
DFT (ωB97M-V with the def2-TZVPD basis set) results for a 2-piece molecular cluster, H5NOS2Si overall.

```
! RIJCOSX wB97M-V def2-TZVPD def2/J DEFGRID3
* xyz 0 1
H -1.8193 2.1211 -1.9588
N -1.6941 1.3308 -1.3537
Si -0.3228 0.4958 -1.1979
O -0.3753 -0.7437 -0.1450
S -1.6574 -1.2739 0.7745
H 1.0598 0.2867 -1.5668
H -2.5562 -0.3864 0.3273
S 2.7952 -0.2783 1.3261
H 1.5707 -0.7909 1.2490
H 2.9994 -0.7612 2.5454
*
```

Summary:
HOMO energy ... -9.260 eV
SMILES ... [H]/N=[SiH]/OS.S

[4]
DFT (ωB97M-V with the def2-TZVPD basis set) results for a 2-piece molecular cluster, H5NOSSi overall.

```
! RIJCOSX wB97M-V def2-TZVPD def2/J DEFGRID3
* xyz 0 1
N 0.6334 0.5079 -0.2773
Si 2.1771 0.3444 0.4044
S 3.9058 -0.6274 -0.2266
H -0.0768 1.0785 0.1500
H 0.2420 -0.1187 -0.9686
H 2.2137 1.1831 1.7076
O -1.7956 -0.9467 -0.0738
H -1.5992 -0.0967 -0.4586
H -1.4903 -1.3926 -0.8485
*
```

Summary:
HOMO energy ... -8.917 eV
SMILES ... N[SiH]=S.O

[5]
DFT (ωB97M-V with the def2-TZVPD basis set) results for H5NP4 as an isolated structure.

```
! RIJCOSX wB97M-V def2-TZVPD def2/J DEFGRID3
* xyz 0 1
N -0.2011 -0.2044 -0.2262
P -1.3010 -0.9767 0.5440
P -3.0112 0.3173 0.1123
P 2.7880 0.6461 0.3645
P 1.8774 -1.2224 -0.2541
H -3.7363 -0.4001 -0.7564
H -2.2867 1.0231 -0.7996
H 1.8381 1.5104 1.0181
H 2.2104 1.0801 -1.0327
H 1.8224 -1.7734 1.0302
*
```

Summary:
HOMO energy ... -8.221 eV

[6]
DFT (ωB97M-V with the def2-TZVPD basis set) results for a 3-piece molecular cluster, H5O2S overall.

```
! RIJCOSX wB97M-V def2-TZVPD def2/J DEFGRID3
* xyz -1 1
S -0.7107 1.4413 -0.4840
H 0.5052 1.0024 -0.0866
H -2.1442 -1.8967 -1.6816
H -1.5949 -0.4141 -1.3068
O -2.2360 -0.9409 -1.8208
H 1.7815 0.0400 2.4821
H 1.9229 0.5829 1.1007
O 2.4762 0.1852 1.7971
*
```

Summary:
HOMO energy ... -3.112 eV

[7]
DFT (ωB97M-V with the def2-TZVPD basis set) results for a 3-piece molecular cluster, H5O2S overall.

```
! RIJCOSX wB97M-V def2-TZVPD def2/J DEFGRID3
* xyz -1 1
S -0.2554 1.3688 -3.1372
H 0.9297 1.6562 -3.6227
H -0.5432 1.1056 -0.5130
H -1.0292 1.3293 0.9528
O -0.8938 0.6062 0.2664
H 1.3675 -2.1093 2.2225
H -0.0192 -2.1913 1.5741
O 0.4437 -1.7655 2.2572
*
```

Summary:
HOMO energy ... -2.620 eV

[8]
DFT (ωB97M-V with the def2-TZVPD basis set) results for a 3-piece molecular cluster, H5O2S overall.

```
! RIJCOSX wB97M-V def2-TZVPD def2/J DEFGRID3
* xyz -1 1
S 0.1059 0.2596 -0.3624
H -0.3641 0.6698 0.8293
H 2.8561 -0.1278 1.3957
H 2.3073 -0.6651 0.1898
O 3.1463 -0.7361 0.6996
H -2.7933 0.8234 -1.3045
H -2.2305 -0.1498 -0.4253
O -3.0276 -0.0740 -1.0221
*
```

Summary:
HOMO energy ... -3.424 eV

[9]
DFT (ωB97M-V with the def2-TZVPD basis set) results for a 2-piece molecular cluster, H5O5P overall.

```
! RIJCOSX wB97M-V def2-TZVPD def2/J DEFGRID3
* xyz 0 1
O 2.5234 2.2893 3.3546
P 2.9469 0.8815 3.3129
O 3.3014 0.2939 1.8753
O 1.8976 -0.1878 3.8540
O 4.2517 0.5127 4.1492
H 2.7277 0.7151 1.1800
H 1.3630 0.1999 4.5984
H 4.8888 1.2769 4.1483
O 1.6768 2.0684 0.7600
H 1.8374 2.5336 1.6121
H 1.9140 2.7276 0.0690
*
```

Summary:
HOMO energy ... -11.511 eV
SMILES ... O=P(O)(O)O.O

[10]
DFT (ωB97M-V with the def2-TZVPD basis set) results for a 2-piece molecular cluster, H5O5S overall.

```
! RIJCOSX wB97M-V def2-TZVPD def2/J DEFGRID3
* xyz 1 1
O 0.4064 1.1869 1.7087
S 0.5144 0.1377 0.7349
O 1.6802 -0.8437 1.1885
O -0.7537 -0.9164 1.0217
O -1.8852 -0.1944 1.5039
H 1.5370 -1.1072 2.1173
H -1.6041 0.1214 2.3796
O 0.1136 0.3896 -2.4680
H 0.6132 1.0802 -2.9523
H 0.2059 -0.4910 -2.8892
H -0.8278 0.6368 -2.3451
*
```

Summary:
HOMO energy ... -13.929 eV

[11]
DFT (ωB97M-V with the def2-TZVPD basis set) results for the molecule H5P3S.

```
! RIJCOSX wB97M-V def2-TZVPD def2/J DEFGRID3
* xyz 0 1
P -2.2114 -0.0829 0.5956
P -0.6422 -0.9537 -0.6297
S 1.2253 -0.9147 0.7002
P 2.1809 0.6922 -0.2562
H -1.1850 0.4681 1.3159
H -2.0982 1.1751 -0.1451
H -0.6607 -2.3229 -0.4517
H 3.3037 1.0062 0.6562
H 3.1247 -0.0212 -0.9329
*
```

Summary:
HOMO energy ... -8.867 eV
SMILES ... P[PH]#S#[PH2]

[12]
DFT (ωB97M-V with the def2-TZVPD basis set) results for a 2-piece molecular cluster, H5P3S overall.

```
! RIJCOSX wB97M-V def2-TZVPD def2/J DEFGRID3
* xyz 0 1
P 0.5835 1.5989 -2.5865
P 1.3083 -1.1647 -0.9816
P -0.0190 0.5480 -0.9615
S -2.0152 -0.4631 3.1320
H -0.4160 2.5639 -2.4030
H -1.6091 -1.6133 2.6117
H 2.5055 -0.4929 -1.1985
H 1.4719 -1.1479 0.4023
H -1.8101 0.1710 1.9850
*
```

Summary:
HOMO energy ... -9.106 eV

Looking at E_tot for the records above, in order, we have -890.96783 -497.68316 -1218.82284 -820.68256 -1423.02073 -551.70552 -551.69107 -551.71576 -720.70381 -776.93597 -1425.19179 -1425.17806 Ha.